Entry 1:
The following is a DFT calculation (wB97M-V/def2-TZVPD) of C34H63InNO10 as an isolated structure.

```
! wB97M-V def2-TZVPD RIJCOSX def2/J DEFGRID3
* xyz -1 1
C 0.56889 3.09821 2.12180
C 0.26603 1.94694 1.49751
In -0.00281 1.96842 -0.74456
C -1.69113 0.51385 -1.14161
C -2.68315 0.65524 0.03716
C -2.55641 -0.44892 1.11108
N -3.87412 -1.15030 1.26119
C -3.79265 -2.61513 1.21979
C -3.16827 -3.17223 -0.02945
C -3.16161 -2.50476 -1.23286
C -2.55635 -3.02952 -2.35673
C -1.93585 -4.25575 -2.27924
C -1.95298 -4.94939 -1.08701
C -2.56086 -4.42746 0.02972
O -2.55350 -5.12853 1.22743
C 1.87310 1.16818 -1.66895
O 1.88798 -0.28810 -1.56892
C 3.11804 -0.77997 -1.23172
O 3.44581 -0.46571 0.12028
C 4.57469 -1.18149 0.55259
C 4.64189 -1.11888 2.07506
O 3.91273 -2.20287 2.65025
H 1.28603 3.11236 2.94828
H 0.08846 4.01540 1.79095
H 0.15592 1.00759 2.04418
H -0.47052 3.57520 -1.35481
H -2.17543 0.79107 -2.07698
H -1.26155 -0.48592 -1.21553
H -2.55610 1.62976 0.51673
H -3.70698 0.61129 -0.34440
H -2.36640 0.06970 2.05880
H -1.71285 -1.12463 0.96003
H -4.18854 -0.94621 2.20180
H -3.32459 -3.03494 2.11413
H -4.82793 -2.98620 1.24453
H -3.64474 -1.53852 -1.28824
H -2.56841 -2.45236 -3.27083
H -1.44757 -4.65604 -3.15780
H -1.46478 -5.91312 -0.99855
H -3.33624 -5.68563 1.29672
H 2.77035 1.60000 -1.21602
H 1.91734 1.41382 -2.73842
H 3.89912 -0.42583 -1.92230
H 3.05078 -1.87781 -1.30683
H 4.46492 -2.24433 0.28564
H 5.50278 -0.81823 0.08749
H 4.23561 -0.15877 2.39577
H 5.67786 -1.22781 2.39516
H 3.13209 -2.37107 2.11385
C 5.13329 2.56084 0.62130
C 5.42409 2.67510 2.09634
O 5.13418 1.78661 2.86527
C 6.08271 3.95020 2.56225
H 4.65346 1.60525 0.41483
H 4.46105 3.36405 0.31601
H 6.06380 2.62496 0.05130
H 5.43328 4.79372 2.32556
H 7.05117 4.07334 2.07156
H 6.23621 3.91021 3.64013
C -5.41108 2.60551 -3.54926
C -4.01169 3.13094 -3.78848
O -3.13448 2.97281 -2.98071
C -3.76771 3.86312 -5.09138
H -5.44421 2.10448 -2.58397
H -6.12682 3.43017 -3.54709
H -5.68222 1.89150 -4.32941
H -4.41323 4.74139 -5.15472
H -3.96961 3.20240 -5.93673
H -2.72881 4.18309 -5.13197
C 4.90674 7.74196 1.28793
C 3.85486 6.78598 0.77029
O 3.77791 5.64981 1.17177
C 2.90088 7.31326 -0.27289
H 5.52327 7.23827 2.02969
H 5.54295 8.07674 0.46698
H 4.42923 8.60589 1.75276
H 3.45389 7.63026 -1.15906
H 2.34011 8.15960 0.12757
H 2.20285 6.52692 -0.55287
C 6.94465 -0.40673 -5.47719
C 5.81265 -1.01680 -4.68189
O 5.30727 -0.43526 -3.75411
C 5.34125 -2.38926 -5.10218
H 7.18170 0.57423 -5.07123
H 7.83063 -1.04099 -5.41410
H 6.65072 -0.29672 -6.52236
H 6.16007 -3.10672 -5.02322
H 4.98027 -2.36195 -6.13170
H 4.52909 -2.70514 -4.45107
C -8.07665 -7.26770 2.00818
C -6.71501 -6.67869 1.72475
O -5.78399 -6.84833 2.47725
C -6.56585 -5.87156 0.46144
H -8.04266 -7.82187 2.94368
H -8.81725 -6.47117 2.09421
H -8.36492 -7.94607 1.20353
H -7.23968 -5.01363 0.47622
H -6.78499 -6.49238 -0.40902
H -5.54401 -5.50603 0.37912
C -1.96232 -1.85859 4.89101
C -3.29832 -1.24835 5.21927
O -4.33384 -1.80671 4.93540
C -3.28634 0.09041 5.91732
H -2.11306 -2.81318 4.39048
H -1.40204 -1.19694 4.22747
H -1.39203 -2.02616 5.80646
H -2.78070 0.83042 5.29455
H -2.76895 0.00771 6.87457
H -4.30983 0.41526 6.09397
*
```

LUMO   2.3 eV
E_tot   -63413.8417 eV
HOMO energy   -3.41 eV

---

Entry 2:
The following is a DFT calculation (wB97M-V/def2-TZVPD) of one molecule with the formula C4H5NO3.

```
! wB97M-V def2-TZVPD RIJCOSX def2/J DEFGRID3
* xyz 0 1
C -0.55253 1.57736 -0.04575
N -0.00337 0.27622 -0.35592
C 1.23954 -0.11838 -1.03254
O 1.71960 0.03517 -2.10043
C 1.21130 -0.58139 0.30106
C -0.35988 -1.06436 0.56528
O -0.77568 -1.03068 1.71181
O -0.81794 -1.97092 -0.35980
H -1.50035 1.67399 -0.57782
H -0.73743 1.63725 1.02694
H 0.13715 2.34651 -0.39381
H 1.76565 -0.15243 1.12623
H -1.32607 -2.62834 0.13476
*
```

LUMO   0.6 eV
SMILES   C[N@@+]12C(=O)[C@@H]1[C@]2([O-])O
E_tot   -11857.9324 eV
HOMO energy   -9.48 eV

---

Entry 3:
The following is a DFT calculation (wB97M-V/def2-TZVPD) of C5H8NO2 as an isolated structure.

```
! wB97M-V def2-TZVPD RIJCOSX def2/J DEFGRID3
* xyz -1 1
O 2.77100 0.18938 1.03564
C 2.01514 -0.05730 0.02038
O 2.02600 -1.03631 -0.96670
C 0.79137 0.86481 -0.27445
C -0.37235 0.04748 0.13538
C -1.70659 0.83562 0.09197
C -3.06540 -1.05219 -0.30374
N -2.83056 0.02370 0.44978
H 0.89290 1.78996 0.31169
H 0.79566 1.08553 -1.34144
H -0.28044 -0.36252 1.19120
H -0.49435 -0.79924 -0.53921
H -1.84810 1.23003 -0.96042
H -1.59196 1.67303 0.69760
H -3.55646 -0.74495 -1.26793
H 1.54763 -1.09275 0.19125
*
```

LUMO   2.4 eV
E_tot   -10892.5897 eV
HOMO energy   -1.04 eV

---

Entry 4:
The following is a DFT calculation (wB97M-V/def2-TZVPD) of C25H32CoGeN2O2 as an isolated structure.

```
! wB97M-V def2-TZVPD RIJCOSX def2/J DEFGRID3
* xyz 2 2
Co 0.04908 -0.34687 -1.33956
C 0.84316 -3.17996 -2.08610
O -0.07559 -2.05620 -2.21717
C -1.41922 -2.32333 -2.59804
C -1.80914 -3.36194 -3.40938
C -3.16349 -3.49102 -3.69783
C -4.09156 -2.59501 -3.18334
C -3.68141 -1.54448 -2.38272
C -2.33092 -1.41416 -2.09285
N -1.77078 -0.35316 -1.32154
N -2.56193 0.48444 -0.81779
C -2.16930 1.57064 -0.13245
C -0.80923 1.91289 0.07178
O 0.18427 1.14898 -0.38552
C -0.47920 3.09918 0.73781
C -1.47217 3.91378 1.20879
C -2.84719 3.61341 1.04831
C -3.84192 4.47975 1.54775
C -5.16512 4.18266 1.36974
C -5.52908 3.01064 0.68565
C -4.58066 2.14988 0.19024
C -3.21886 2.43568 0.36354
H 0.46646 -4.03021 -2.63752
H 0.93341 -3.43883 -1.03351
H 1.79376 -2.87384 -2.50869
H -1.10511 -4.05998 -3.83863
H -3.48834 -4.29935 -4.33823
H -5.14079 -2.70954 -3.41756
H -4.38618 -0.82733 -1.98807
H 0.56159 3.36465 0.85612
H -1.20261 4.83051 1.72107
H -3.53971 5.37942 2.06916
H -5.93151 4.84344 1.75041
H -6.57733 2.78168 0.54593
H -4.88324 1.25253 -0.32922
C 5.99447 -1.51267 -0.40281
C 4.79632 -0.57580 -0.45735
C 3.72717 -1.03496 -1.44685
C 2.50426 -0.10327 -1.37370
Ge 1.98116 -0.26912 0.51575
C 2.19799 1.06085 1.89108
C 1.10683 1.00529 2.97172
C 0.82864 -0.39529 3.51444
C 2.04688 -1.07894 4.12471
H 6.74736 -1.14868 0.29390
H 6.45878 -1.58697 -1.38709
H 5.70017 -2.51562 -0.09009
H 5.11293 0.43818 -0.71503
H 4.36332 -0.50128 0.56330
H 3.45459 -2.07129 -1.22986
H 4.12420 -1.02299 -2.46381
H 1.80731 -0.28029 -2.21126
H 2.78829 0.94814 -1.45878
H 2.08637 -1.72455 0.99845
H 2.29053 2.04093 1.42772
H 3.17515 0.80826 2.31848
H 0.18390 1.42907 2.57555
H 1.42454 1.66162 3.78495
H 0.40655 -1.02414 2.71490
H 0.03686 -0.32301 4.26075
H 2.82039 -1.30636 3.38477
H 1.77160 -2.02054 4.59773
H 2.50330 -0.44553 4.88788
*
```

LUMO (spin up / spin down)   -7.4 / -7.3 eV
E_tot   -127645.2820 eV
HOMO energy (spin up / spin down)   -13.64 / -13.63 eV
Expectation value of S²   0.789

---

Entry 5:
The following is a DFT calculation (wB97M-V/def2-TZVPD) of C39H35AsN7O9S3V as an isolated structure.

```
! wB97M-V def2-TZVPD RIJCOSX def2/J DEFGRID3
* xyz 1 2
V 0.05244 -0.72791 -0.46097
C -4.25866 -0.51963 -1.51656
C -4.66279 0.62994 -0.86438
C -3.69962 1.46069 -0.31397
C -2.37454 1.08265 -0.40353
N -1.99755 -0.09612 -0.91719
C -2.91677 -0.85949 -1.51054
C -1.24185 1.97144 -0.12994
C -1.35803 3.34078 0.01816
C -0.20908 4.11168 0.02249
C 1.02085 3.49716 -0.10055
C 1.06133 2.11830 -0.20566
N -0.04617 1.37907 -0.23171
C 2.28608 1.31729 -0.20057
C 3.55767 1.85913 -0.21474
C 4.64252 1.02572 -0.03956
C 4.41221 -0.32239 0.17796
C 3.11800 -0.79649 0.13459
N 2.06164 -0.00323 -0.09764
H -4.96381 -1.16593 -2.01784
H -5.70933 0.89847 -0.81494
H -3.97219 2.39496 0.15440
H -2.57105 -1.76241 -1.98550
H -2.33096 3.80214 0.09133
H -0.27525 5.18658 0.12076
H 1.93353 4.07130 -0.06861
H 3.68868 2.92511 -0.31643
H 5.64725 1.42540 -0.03386
H 5.22069 -1.01175 0.37331
H 2.91263 -1.83320 0.31244
O 1.23408 -2.59520 2.13889
As -0.29406 -1.85865 2.62833
O -0.18208 -1.24336 4.12800
O -0.52828 -0.74983 1.35772
C -1.72541 -3.16108 2.59539
C -2.35169 -3.27188 3.83142
C -3.44984 -4.10914 3.99689
C -3.93540 -4.83407 2.92600
C -3.32167 -4.73071 1.68241
C -2.22482 -3.90478 1.52084
S -1.44428 -3.90675 -0.06787
O -2.31856 -4.52955 -1.01293
O -0.19305 -4.60958 0.20490
O -1.24538 -2.45955 -0.37795
H 1.72713 -2.82925 2.93661
H -1.97398 -2.69050 4.66233
H -3.92290 -4.18202 4.96692
H -4.79120 -5.48449 3.04747
H -3.68150 -5.29370 0.83260
N 4.20785 0.34750 -7.43682
C 3.14782 0.30808 -6.56921
C 3.10583 1.16481 -5.45884
C 2.05344 1.10293 -4.57244
C 1.03337 0.17782 -4.77484
C 1.06093 -0.68228 -5.86810
C 2.10920 -0.61440 -6.75854
S -0.29787 0.11848 -3.66071
O -0.49152 1.41920 -3.07961
O -1.40267 -0.57237 -4.25250
N 0.26880 -0.79175 -2.38347
C 0.82104 -2.05553 -2.46477
N 0.90811 -2.80570 -3.52259
C 1.51141 -3.99680 -3.30111
C 1.93535 -4.40951 -2.07240
C 1.72406 -3.55307 -0.97398
N 1.26286 -2.32137 -1.20830
H 4.79581 1.16248 -7.43220
H 4.10145 -0.09386 -8.33357
H 3.89960 1.88653 -5.31132
H 2.00419 1.78273 -3.73125
H 0.25978 -1.39423 -6.00536
H 2.13361 -1.27622 -7.61520
H 1.64501 -4.62265 -4.17485
H 2.38666 -5.37745 -1.91870
H 2.23111 -3.72777 -0.03600
C -3.25413 4.92442 4.30973
C -2.07611 4.02386 4.05821
C -0.87898 4.52567 3.55976
C 0.20622 3.68989 3.32913
C 0.09439 2.33908 3.60730
C -1.09059 1.80861 4.10441
C -2.16205 2.65715 4.32706
S 1.49768 1.28751 3.22911
C 2.14498 1.11588 4.89257
O 2.46531 2.16448 2.48597
H -3.00408 5.96728 4.12066
H -3.59425 4.84041 5.34245
H -4.09677 4.65652 3.66956
H -0.78970 5.58730 3.35825
H 1.14253 4.07049 2.94120
H -1.16427 0.74681 4.30635
H -3.08644 2.25105 4.72169
H 2.25846 2.10063 5.34175
H 3.11115 0.62350 4.79532
H 1.45641 0.48870 5.45746
*
```

LUMO (spin up / spin down)   -4.6 / -3.9 eV
E_tot   -188898.6831 eV
HOMO energy (spin up / spin down)   -10.56 / -10.57 eV
Expectation value of S²   0.771

---

Entry 6:
The following is a DFT calculation (wB97M-V/def2-TZVPD) of C38H45FN8O7P2SSiSr as an isolated structure.

```
! wB97M-V def2-TZVPD RIJCOSX def2/J DEFGRID3
* xyz -2 1
Sr 1.25209 -19.99529 7.17283
O -1.12889 -17.52626 4.67481
P -0.09264 -16.85872 5.81222
O 0.64388 -15.62295 5.50271
O 0.78552 -18.04249 6.16479
O -1.20191 -16.68998 7.00198
P -1.03909 -16.74201 8.63039
O -2.51101 -17.45776 8.87711
O -0.95711 -15.34507 9.06645
O -0.01765 -17.78504 9.01768
H -0.92788 -18.47310 4.65050
H -3.11020 -16.72367 9.03092
C 0.68698 -23.52825 3.13210
Si 1.46070 -21.85457 3.61179
C 0.20045 -20.49726 3.36010
C 2.75106 -21.50639 2.25381
N 2.08489 -21.75864 5.18298
C 3.18351 -22.54620 5.43633
C 3.64818 -23.58225 4.58374
C 4.87444 -24.21169 4.67292
C 5.72708 -23.85688 5.70192
C 5.27047 -22.91066 6.63991
C 4.03181 -22.35848 6.53135
F 3.55932 -21.49682 7.49374
H 0.76384 -23.60505 2.01476
H -0.34720 -23.58250 3.39215
H 1.18562 -24.44399 3.50831
H -0.39843 -20.73916 2.47132
H 0.68358 -19.54335 3.21052
H -0.47126 -20.45549 4.18991
H 2.21664 -21.08657 1.40840
H 3.22199 -22.42850 1.86371
H 3.55605 -20.81001 2.51705
H 3.06626 -23.82847 3.71506
H 5.07608 -24.92400 3.90222
H 6.69681 -24.27013 5.81360
H 5.90219 -22.57673 7.48099
N -0.16818 -23.95186 18.12645
C 0.19572 -23.73668 17.05296
C 0.54020 -23.33720 15.69890
C 1.51081 -24.03537 14.96207
C 1.85876 -23.62100 13.67511
C 1.16418 -22.57234 13.06829
C 0.14370 -21.93058 13.79217
C -0.17499 -22.30219 15.12880
C 1.47532 -22.17651 11.66679
C 1.03072 -23.06462 10.66472
C 0.38493 -24.32872 10.82559
C 0.27456 -24.81485 9.53081
C 0.76521 -23.78769 8.66967
N 1.22447 -22.78475 9.33345
C 2.22047 -21.05642 11.51062
C 2.84800 -20.33514 12.60471
C 3.42713 -19.24503 12.07238
C 3.11203 -19.28522 10.67453
N 2.40550 -20.33523 10.31876
H 2.01915 -24.82728 15.45134
H 2.67260 -24.12134 13.20087
H -0.39234 -21.12656 13.29403
H -0.92485 -21.73060 15.65694
H 0.13751 -24.87192 11.73332
H -0.12330 -25.77843 9.27664
H 0.80470 -23.82119 7.60028
H 2.84148 -20.63207 13.63390
H 4.00006 -18.50907 12.60835
H 3.30193 -18.56003 9.91902
C -5.25357 -22.45950 6.53495
C -4.37877 -21.38959 5.88378
N -2.94156 -21.72448 5.90366
C -2.52157 -22.78279 5.00040
C -2.28321 -24.14348 5.66402
C -2.04468 -21.09748 6.73371
C -2.47702 -19.92543 7.56676
N -0.81345 -21.44567 6.80475
H -6.28764 -22.14358 6.59315
H -4.87738 -22.70167 7.53019
H -5.23653 -23.35300 5.92489
H -4.55868 -20.43968 6.35602
H -4.64076 -21.23169 4.84006
H -1.60209 -22.44524 4.48511
H -3.29066 -22.87992 4.22573
H -1.76142 -24.08999 6.59286
H -1.70128 -24.81586 5.03591
H -3.23913 -24.65942 5.83025
H -3.38370 -20.12929 8.10490
H -2.65823 -19.01374 7.01402
H -1.71671 -19.65684 8.27493
H -0.58905 -22.25293 6.25184
N 2.17023 -15.80686 9.09820
C 3.29324 -16.14068 8.39074
N 3.44151 -17.41790 8.08500
C 4.61768 -17.61644 7.39624
C 5.09002 -18.82602 6.98060
C 6.23635 -18.90275 6.21338
C 6.87519 -17.72303 5.77053
C 6.46113 -16.50140 6.32387
C 5.36475 -16.46481 7.14571
S 4.61992 -15.06106 7.93052
H 1.82127 -14.83926 9.05041
H 1.53002 -16.55226 8.86256
H 4.53617 -19.71000 7.23909
H 6.59492 -19.89193 5.99194
H 7.75880 -17.74645 5.11926
H 6.91664 -15.54014 6.06505
*
```

LUMO   3.9 eV
E_tot   -107247.3547 eV
HOMO energy   -2.17 eV

---

Entry 7:
The following is a DFT calculation (wB97M-V/def2-TZVPD) of an isolated ion of composition C4H8NO and charge +1.

```
! wB97M-V def2-TZVPD RIJCOSX def2/J DEFGRID3
* xyz 1 1
C 0.03975 -2.03256 0.26475
C -0.40051 -0.52634 0.05833
C -0.94445 0.17666 -1.07206
O -1.56893 0.61022 -1.98650
C 0.48839 0.59757 -0.44458
N 0.44160 1.80729 0.45274
H 0.34320 -2.24310 1.32614
H 0.89367 -2.34736 -0.38098
H -0.85678 -2.62982 -0.01687
H -1.05228 -0.25160 0.93765
H 1.46285 0.45674 -1.10626
H -0.31406 1.65589 1.15320
H 0.18274 2.69541 -0.08801
H 1.28481 2.03098 0.90245
*
```

LUMO   -4.0 eV
SMILES   C[C@@H]1C(=O)[C@H]1[NH3+]
E_tot   -7805.5079 eV
HOMO energy   -13.70 eV

---

Entry 8:
The following is a DFT calculation (wB97M-V/def2-TZVPD) of C15H23F6N3O8P2RhSbSe as an isolated structure.

```
! wB97M-V def2-TZVPD RIJCOSX def2/J DEFGRID3
* xyz 0 5
Rh 0.44518 0.12051 -0.39658
O 0.29074 -0.43828 3.94003
P 0.28241 -0.81487 2.40031
O 1.14637 -1.96362 2.04424
O 0.49020 0.50234 1.63706
O -1.26886 -1.20985 2.13270
P -1.77595 -1.45647 0.58964
O -0.56311 -2.30541 -0.03076
O -3.09044 -2.07818 0.55861
O -1.61123 -0.05169 -0.08682
H 0.53462 -1.20363 4.48453
H 0.13501 -2.53399 0.64464
C 0.19537 0.21024 -4.62444
C -0.18984 0.77167 -3.25644
O 0.26156 -0.12301 -2.29560
C 0.47346 2.15664 -3.09402
F 1.80006 2.02880 -3.17898
F 0.06695 3.01365 -4.04544
F 0.20867 2.72326 -1.89960
C -1.74516 0.90424 -3.19495
F -2.18170 1.70167 -2.20087
F -2.23614 1.41566 -4.33968
F -2.28598 -0.29878 -3.01372
H 1.27586 0.08747 -4.64924
H -0.12077 0.86231 -5.43167
H -0.27217 -0.76700 -4.73590
Se 3.50145 3.55258 0.34916
N 4.91141 2.45230 0.30626
C 4.44300 1.24794 0.02385
C 5.17438 0.05489 -0.13623
C 4.48572 -1.13315 -0.46016
C 3.12904 -1.16148 -0.60100
N 2.37880 -0.01626 -0.44948
C 2.99616 1.16248 -0.15099
N 2.29210 2.24859 -0.01509
H 6.24916 0.05806 -0.00982
H 5.03546 -2.05459 -0.59542
H 2.58624 -2.06330 -0.84018
C -2.28899 4.81556 -0.56095
C -3.08362 3.84642 0.30917
Sb -1.90607 2.21590 1.15704
C -3.52340 1.27775 2.20473
C -4.67824 0.82607 1.30812
C -0.99515 3.08817 2.91821
C 0.26411 3.89989 2.63374
H -2.91335 5.66920 -0.83573
H -1.95351 4.33718 -1.48068
H -1.41076 5.20615 -0.04238
H -3.90658 3.37348 -0.22572
H -3.45552 4.30182 1.23616
H -3.83641 2.03423 2.92737
H -3.09851 0.43633 2.75042
H -5.12519 1.66246 0.76770
H -5.46073 0.36900 1.91613
H -4.35411 0.07479 0.58830
H -0.78618 2.22620 3.55139
H -1.80450 3.68006 3.35279
H 0.99908 3.29351 2.10442
H 0.71987 4.23475 3.56875
H 0.04817 4.78695 2.03398
*
```

LUMO (spin up / spin down)   -0.5 / -2.8 eV
E_tot   -146557.3351 eV
HOMO energy (spin up / spin down)   -6.40 / -8.84 eV
Expectation value of S²   6.049